--- P ---
This record from the OMol25 dataset describes a structure of composition C3H3I2N. The level of theory is the ωB97M-V functional and the def2-TZVPD basis.

Results
Frontier orbital gap, eV: 7.788
E_HOMO, Eh: -0.2972

The geometry in ORCA input format:
```
! wB97M-V def2-TZVPD RIJCOSX def2/J DEFGRID3
* xyz 0 1
C 1.071 1.618 -0.131
C -1.441 -0.791 -0.585
C -2.570 0.137 -1.082
N 1.119 0.642 0.426
I -3.406 -1.646 0.077
I -2.751 1.902 -0.022
H -0.972 -1.450 -1.248
H -0.834 -0.523 0.317
H 0.711 2.485 -0.639
*
```

Results of the Löwdin charge analysis, in e, for atoms 1 through 8:
1 C -0.091
2 C -0.584
3 C -1.075
4 N 0.069
5 I 0.940
6 I 0.667
7 H 0.018
8 H 0.008

***

--- Q ---
This record from the OMol25 dataset describes an isolated molecule of C3H3I2N. The level of theory is the ωB97M-V functional and the def2-TZVPD basis.

Results
Frontier orbital gap, eV: 9.240
E_HOMO, Eh: -0.3687

The geometry in ORCA input format:
```
! wB97M-V def2-TZVPD RIJCOSX def2/J DEFGRID3
* xyz 0 1
C 0.523 2.317 -0.164
C -0.370 0.162 0.736
C 0.495 0.880 -0.297
N 0.464 3.449 -0.007
I -2.486 0.330 -0.046
I 2.596 0.275 0.002
H -0.271 -0.973 0.634
H -0.126 0.800 1.576
H 0.345 0.666 -1.470
*
```

Results of the Löwdin charge analysis, in e, for atoms 1 through 8:
1 C -0.413
2 C -0.608
3 C -0.872
4 N 0.180
5 I 0.674
6 I 0.804
7 H 0.057
8 H 0.056

***

Relative energy table, unit hartree: P 0.1194; Q 0.0000

***

--- P ---
This record from the OMol25 dataset describes the ion C2H2N3OS with charge -1. The level of theory is the ωB97M-V functional and the def2-TZVPD basis.

Results
Frontier orbital gap, eV: 7.860
E_HOMO, Eh: -0.1471

The geometry in ORCA input format:
```
! wB97M-V def2-TZVPD RIJCOSX def2/J DEFGRID3
* xyz -1 1
C -1.290 -1.629 1.438
C -2.175 -0.046 -0.330
N -1.329 -2.502 2.175
N 0.308 -0.407 0.148
N -1.063 -0.770 0.492
O -1.796 0.644 -1.263
S -3.705 -0.466 0.183
H 0.596 0.135 0.935
H 0.206 0.356 -0.625
*
```

Results of the Löwdin charge analysis, in e, for atoms 1 through 8:
1 C -0.449
2 C -1.024
3 N 0.107
4 N 0.042
5 N -0.177
6 O -0.105
7 S 0.463
8 H 0.042

***

--- Q ---
This record from the OMol25 dataset describes the ion C2H2N3OS with charge -1. The level of theory is the ωB97M-V functional and the def2-TZVPD basis.

Results
Frontier orbital gap, eV: 7.643
E_HOMO, Eh: -0.1366

The geometry in ORCA input format:
```
! wB97M-V def2-TZVPD RIJCOSX def2/J DEFGRID3
* xyz -1 1
C -0.619 -1.295 0.013
C -0.786 1.101 0.130
N -1.003 -2.368 0.213
N 1.338 -0.199 -0.273
N -0.017 -0.113 -0.017
O -0.116 2.085 0.030
S -2.466 0.772 0.137
H 1.852 -0.433 0.567
H 1.817 0.449 -0.800
*
```

Results of the Löwdin charge analysis, in e, for atoms 1 through 8:
1 C -0.427
2 C -1.043
3 N 0.103
4 N 0.069
5 N -0.199
6 O -0.063
7 S 0.427
8 H 0.085

***

Relative energy table, unit hartree: P 0.0000; Q 0.0048

***

--- P ---
This record from the OMol25 dataset describes a cluster of 3 separate species, C4H12IO4 in total. The level of theory is the ωB97M-V functional and the def2-TZVPD basis.

Results
Frontier orbital gap, eV: 5.942
E_HOMO, Eh: -0.1241

The geometry in ORCA input format:
```
! wB97M-V def2-TZVPD RIJCOSX def2/J DEFGRID3
* xyz -1 1
I 3.037 10.574 -5.920
C 1.731 8.499 0.424
C 1.480 9.653 1.357
O 1.824 9.343 2.670
O 3.119 8.339 0.015
H 1.059 8.505 -0.434
H 1.422 7.626 0.998
H 0.419 9.896 1.418
H 2.114 10.490 1.064
H 2.569 8.738 2.652
H 3.198 8.814 -0.815
C 4.433 2.779 -5.526
C 4.595 3.451 -6.940
O 5.104 4.780 -6.984
O 3.158 3.198 -4.957
H 5.253 3.171 -4.924
H 4.583 1.700 -5.580
H 3.627 3.381 -7.437
H 5.188 2.868 -7.644
H 4.392 5.313 -6.625
H 3.335 3.359 -4.028
*
```

Results of the Löwdin charge analysis, in e, for atoms 1 through 8:
1 I -0.997
2 C -0.231
3 C -0.276
4 O -0.072
5 O -0.067
6 H 0.121
7 H 0.115
8 H 0.122

***

--- Q ---
This record from the OMol25 dataset describes a cluster of 3 separate species, C4H12IO4 in total. The level of theory is the ωB97M-V functional and the def2-TZVPD basis.

Results
Frontier orbital gap, eV: 7.404
E_HOMO, Eh: -0.1564

The geometry in ORCA input format:
```
! wB97M-V def2-TZVPD RIJCOSX def2/J DEFGRID3
* xyz -1 1
I -1.357 -0.077 1.534
C 2.439 2.006 1.532
C 2.795 0.777 2.327
O 2.711 1.043 3.727
O 1.130 2.489 1.783
H 2.518 1.781 0.460
H 3.121 2.804 1.828
H 3.831 0.541 2.030
H 2.172 -0.083 2.076
H 3.535 0.773 4.133
H 0.514 1.797 1.481
C -2.247 -2.198 -2.415
C -2.681 -0.749 -2.305
O -3.596 -0.560 -1.257
O -1.383 -2.391 -3.543
H -3.113 -2.848 -2.536
H -1.736 -2.496 -1.493
H -3.143 -0.473 -3.258
H -1.773 -0.155 -2.139
H -3.078 -0.219 -0.508
H -0.660 -1.763 -3.457
*
```

Results of the Löwdin charge analysis, in e, for atoms 1 through 8:
1 I -0.293
2 C -0.282
3 C -0.266
4 O -0.067
5 O -0.135
6 H 0.113
7 H 0.112
8 H 0.112

***

Relative energy table, unit hartree: P 0.0378; Q 0.0000

***

--- P ---
This record from the OMol25 dataset describes a cluster of 6 separate species, C8H28O6 in total. The level of theory is the ωB97M-V functional and the def2-TZVPD basis.

Results
Frontier orbital gap, eV: 10.204
E_HOMO, Eh: -0.3571

The geometry in ORCA input format:
```
! wB97M-V def2-TZVPD RIJCOSX def2/J DEFGRID3
* xyz 0 1
C 0.350 0.128 -0.068
O -0.486 -0.968 -0.340
H -0.133 1.100 -0.217
H 0.587 0.222 1.011
H 1.377 0.048 -0.418
H -1.238 -0.937 0.283
C -2.889 -2.979 -2.505
O -3.444 -1.885 -3.271
H -2.489 -2.592 -1.568
H -3.640 -3.737 -2.258
H -2.166 -3.434 -3.190
H -4.290 -2.216 -3.588
C -3.188 -1.631 2.559
O -2.437 -1.784 1.375
H -2.534 -1.360 3.389
H -3.871 -0.775 2.474
H -3.835 -2.464 2.834
H -2.755 -2.521 0.847
C 0.486 -3.329 2.601
O 0.743 -3.068 1.248
H -0.591 -3.401 2.822
H 0.879 -4.308 2.860
H 0.822 -2.525 3.264
H 0.267 -2.282 0.936
C 1.470 3.509 2.134
C 2.901 3.147 2.102
O 3.139 2.207 1.014
H 1.072 3.944 1.222
H 1.357 4.186 2.992
H 0.858 2.646 2.410
H 3.277 2.680 3.019
H 3.565 4.002 1.910
H 3.889 1.683 1.309
C 0.630 1.707 -3.696
C 1.694 2.394 -2.861
O 2.964 2.145 -3.449
H -0.308 1.605 -3.147
H 0.895 0.686 -3.983
H 0.436 2.203 -4.648
H 1.558 2.093 -1.817
H 1.471 3.469 -2.820
H 3.605 2.392 -2.771
*
```

Results of the Löwdin charge analysis, in e, for atoms 1 through 8:
1 C -0.173
2 O -0.137
3 H 0.081
4 H 0.073
5 H 0.086
6 H 0.045
7 C -0.134
8 O -0.132

***

--- Q ---
This record from the OMol25 dataset describes a cluster of 6 separate species, C8H28O6 in total. The level of theory is the ωB97M-V functional and the def2-TZVPD basis.

Results
Frontier orbital gap, eV: 10.738
E_HOMO, Eh: -0.3740

The geometry in ORCA input format:
```
! wB97M-V def2-TZVPD RIJCOSX def2/J DEFGRID3
* xyz 0 1
O -12.278 -11.404 -0.647
H -13.046 -11.989 -0.570
H -12.606 -10.610 -1.050
O -10.810 -8.234 0.052
H -11.398 -8.556 0.764
H -10.420 -9.075 -0.298
C -13.615 -9.234 -3.864
C -13.358 -8.064 -2.959
O -13.268 -8.405 -1.566
H -12.809 -9.934 -3.722
H -13.628 -8.837 -4.863
H -14.569 -9.725 -3.742
H -14.131 -7.337 -3.032
H -12.454 -7.484 -3.212
H -12.594 -7.825 -1.215
C -8.380 -5.410 0.758
C -9.160 -4.055 0.744
O -8.143 -3.048 1.051
H -7.950 -5.664 1.734
H -7.664 -5.489 -0.073
H -9.157 -6.199 0.547
H -9.913 -4.018 1.542
H -9.687 -3.893 -0.206
H -8.658 -2.255 1.061
C -10.309 -5.189 -2.772
C -11.414 -4.472 -3.547
O -11.512 -3.022 -3.218
H -10.615 -5.569 -1.795
H -9.391 -4.532 -2.689
H -9.991 -6.100 -3.321
H -12.376 -4.965 -3.303
H -11.206 -4.578 -4.634
H -10.628 -2.707 -2.990
C -11.455 -10.484 2.719
C -12.621 -9.572 3.090
O -12.512 -8.319 2.341
H -11.510 -11.250 3.490
H -10.563 -9.881 2.815
H -11.639 -10.969 1.719
H -12.638 -9.304 4.186
H -13.580 -9.964 2.797
H -13.344 -7.898 2.319
*
```

Results of the Löwdin charge analysis, in e, for atoms 1 through 8:
1 O -0.055
2 H 0.050
3 H -0.010
4 O -0.083
5 H 0.000
6 H 0.070
7 C -0.073
8 C -0.308

***

Relative energy table, unit hartree: P 0.0570; Q 0.0000